{
  "formula": "C10H17CuNO5",
  "method": "the ωB97M-V functional and the def2-TZVPD basis",
  "s_squared": 0.75,
  "spin_multiplicity": 2,
  "total_energy_ev": -66993.394,
  "de_lowest_kj_mol": 68.36,
  "orbital_gap_ha": [0.291, 0.180],
  "total_charge": 2,
  "e_homo_ev": [-16.5824, -16.5764],
  "species": ["Cu", "O", "C", "O", "C", "O", "N", "C", "C", "H", "H", "H", "H", "C", "C", "H", "H", "H", "C", "O", "C", "C", "O", "C", "H", "H", "H", "H", "H", "H", "H", "H", "H", "H"],
  "coordinates": [[-0.0339, -0.9831, 1.7017], [-1.2754, -0.9763, -0.6420], [-0.8563, -1.1702, -1.7896], [0.9650, 0.2756, -0.1974], [1.0109, 0.3496, -1.4313], [1.8355, 1.1448, -2.1388], [0.2268, -0.4167, -2.3108], [1.4916, 1.0181, -3.5656], [0.6276, -0.2123, -3.7178], [2.4234, 0.9303, -4.1336], [0.9387, 1.9170, -3.8861], [1.2051, -1.0733, -4.1170], [-0.2438, -0.0215, -4.3614], [-1.2879, -2.1910, -2.7610], [-2.4159, -2.8747, -2.5600], [-0.6033, -2.3578, -3.6267], [-3.0667, -2.6354, -1.7120], [-2.6969, -3.6602, -3.2511], [-2.4357, 0.5939, 2.1235], [-1.0801, 0.5732, 2.6297], [-0.3612, 1.8309, 2.4878], [1.0010, 1.5595, 3.0558], [1.3601, 0.2505, 2.6417], [2.3140, -0.4380, 3.4505], [-2.7567, 1.5963, 1.7398], [-3.1154, 0.2975, 2.9335], [-2.4802, -0.1631, 1.3182], [-0.2487, 2.0797, 1.4244], [-0.8630, 2.6803, 2.9738], [1.7403, 2.2498, 2.6656], [0.9838, 1.6728, 4.1467], [1.8623, -0.8371, 4.3876], [2.6737, -1.2382, 2.8184], [3.1612, 0.2290, 3.7034]],
  "forces_ev_per_angstrom": [[0.20, 2.91, -0.71], [0.19, -0.67, -0.10], [1.08, 0.25, -0.63], [0.49, 0.26, -1.09], [-0.04, -0.11, -0.02], [-1.11, -0.99, 0.39], [-0.40, 0.26, 1.57], [0.45, 0.89, -0.42], [-0.15, -0.79, 0.14], [-0.20, 0.19, 0.31], [0.42, -0.23, 0.39], [-0.42, 0.42, 0.37], [0.32, -0.13, 0.29], [0.01, -0.06, -0.09], [0.16, 0.18, -0.03], [-0.86, 0.00, 0.85], [0.25, -0.21, -0.35], [-0.17, 0.05, 0.13], [-1.10, 0.12, -0.34], [-0.09, -0.15, -0.41], [0.51, 0.27, -0.91], [-0.31, 0.62, 0.91], [-0.30, -1.14, -0.61], [0.59, -0.22, 0.95], [0.63, -0.88, 0.24], [0.33, 0.05, -0.13], [-0.22, 0.47, 0.13], [-0.32, -0.27, 0.05], [-0.15, -0.59, 0.11], [0.10, 0.18, -0.17], [0.10, -0.51, -0.09], [0.20, 0.38, -0.61], [0.28, -0.27, 0.07], [-0.48, -0.27, -0.19]],
  "lowdin_charge": [1.03, 0.03, -0.35, 0.06, -0.41, 0.09, 0.07, -0.06, -0.08, 0.15, 0.15, 0.15, 0.15, -0.06, 0.12, 0.12, 0.09, 0.09, 0.01, -0.19, -0.11, -0.13, -0.24, -0.01, 0.14, 0.12, 0.09, 0.14, 0.17, 0.16, 0.16, 0.13, 0.10, 0.13]
}